Entry from the Open Molecules 2025 dataset: 6 unconnected molecules or ions with the total composition C48H37F19I2NO23S in a non-equilibrium geometry (ωB97M-V/def2-TZVPD).

Each line ends with the Löwdin charge.
CARTESIAN COORDINATES (ANGSTROEM)
C  2.9216  -1.6608  1.8058  -0.128
C  1.3165  -1.6295  1.3309  -0.355
O  0.9005  -0.2464  1.4425  -0.130
C  -0.5027  -0.0608  1.8408  -0.230
S  -1.5162  -0.0554  0.3233  0.929
O  -2.8698  -0.7746  0.2730  -0.314
O  -1.8475  1.4338  -0.1067  -0.304
C  -0.6523  -0.7161  -1.2584  -0.243
F  -0.6286  -2.2102  -1.2890  0.010
F  0.6482  -0.0707  -1.5226  0.047
F  -1.5932  -0.3213  -2.3731  0.041
C  -0.9383  -0.9244  3.2015  -0.135
C  -2.5287  -0.6903  3.5914  -0.118
C  -3.0034  0.8039  3.9959  -0.294
C  -3.0697  1.9265  2.8186  -0.628
I  -4.5262  3.4716  3.5084  0.738
C  -0.0535  -0.5790  4.5251  -0.060
F  1.1723  -1.4646  4.6241  -0.007
F  -0.8141  -0.9687  5.7829  0.018
C  0.4875  0.8810  4.8727  -0.084
F  0.3792  1.0737  6.3840  0.030
F  -0.1784  2.0934  4.3954  0.056
C  2.1155  1.1777  4.7121  -0.116
F  2.6685  1.0641  3.3690  0.070
F  2.9357  0.5205  5.7967  0.049
F  2.2288  2.6495  5.0608  0.015
N  -0.8755  -2.3893  2.7098  -0.085
C  -1.4942  -3.4830  3.5351  -0.163
C  -1.0036  -3.9673  4.9564  -0.092
C  -2.1885  -4.2881  6.0969  -0.165
F  -3.3368  -3.3588  6.0368  0.021
F  -1.5523  -4.0256  7.4459  0.004
C  -2.6239  -5.8699  6.1506  -0.091
F  -1.4766  -6.8107  6.3932  0.043
F  -3.4849  -5.9989  7.3868  0.033
C  -3.5280  -6.4118  4.9095  -0.087
F  -4.2194  -5.3814  4.1062  0.041
F  -4.6274  -7.2470  5.5267  0.043
C  -2.7687  -7.4151  3.8559  -0.125
F  -1.4194  -6.9860  3.4318  0.031
F  -3.5803  -7.5592  2.5911  0.040
F  -2.7051  -8.7687  4.5230  0.049
C  0.3716  -2.7794  1.9234  -0.520
I  1.6848  -4.3158  2.7792  1.118
H  3.3413  -0.6184  1.3954  0.117
H  3.5503  -2.4724  1.2387  0.081
H  3.0761  -1.6162  2.9573  0.063
H  1.4417  -1.8301  0.1563  0.126
H  -0.5106  1.0839  2.1872  0.175
H  -3.2824  -1.0640  2.7427  0.150
H  -2.9035  -1.3617  4.5093  0.138
H  -4.1404  0.6784  4.3536  0.114
H  -2.4527  1.1559  4.9956  0.132
H  -2.0859  2.5242  2.6144  0.051
H  -3.5730  1.4723  1.8506  0.063
H  -1.6339  -2.3360  1.9391  0.177
H  -1.3802  -4.4252  2.7939  0.148
H  -2.6898  -3.4050  3.5750  0.161
H  -0.1801  -3.3817  5.5382  0.130
H  -0.5021  -5.0505  4.8280  0.102
H  -0.0548  -3.3820  0.9771  0.130
C  5.2212  6.4271  1.7866  0.081
C  5.7091  6.2979  3.0219  -0.204
C  4.9991  5.4926  4.0538  -0.298
O  5.4816  5.3765  5.1749  0.114
C  3.7234  4.8628  3.6791  0.075
C  3.2339  4.9950  2.4447  -0.206
C  3.9578  5.7773  1.4055  -0.300
O  3.4919  5.8655  0.2744  0.110
O  2.0341  4.4080  2.0866  0.063
O  6.8948  6.9080  3.3883  0.073
H  5.7281  7.0077  1.0261  0.126
H  3.2088  4.2951  4.4437  0.108
H  1.8976  4.6477  1.1440  0.114
H  7.0342  6.6633  4.3290  0.121
C  -4.0591  -1.6758  -4.3484  0.069
C  -3.7759  -1.7478  -5.6504  -0.204
C  -4.8250  -1.5263  -6.6838  -0.297
O  -4.5306  -1.5803  -7.8726  0.117
C  -6.1961  -1.2518  -6.2260  0.081
C  -6.4798  -1.1833  -4.9239  -0.207
C  -5.4251  -1.3775  -3.8914  -0.306
O  -5.7128  -1.2902  -2.7024  0.098
O  -7.7667  -0.9284  -4.4868  0.079
O  -2.4948  -2.0304  -6.0875  0.078
H  -3.3057  -1.8324  -3.5866  0.117
H  -6.9525  -1.1105  -6.9873  0.115
H  -7.7136  -0.9274  -3.5061  0.116
H  -2.5466  -2.0254  -7.0681  0.118
C  3.6407  -4.8731  -1.8695  0.081
C  4.3757  -5.0147  -2.9742  -0.194
C  4.2288  -4.0821  -4.1259  -0.292
O  4.9315  -4.2260  -5.1201  0.133
C  3.2253  -3.0113  -4.0219  0.097
C  2.4880  -2.8720  -2.9185  -0.183
C  2.6544  -3.7875  -1.7565  -0.280
O  1.9750  -3.6231  -0.7488  0.025
O  1.5412  -1.8695  -2.8152  0.060
O  5.3028  -6.0342  -3.0887  0.099
H  3.7387  -5.5424  -1.0240  0.137
H  3.1163  -2.3515  -4.8732  0.145
H  1.1430  -1.9775  -1.9239  0.046
H  5.7051  -5.9224  -3.9775  0.124
C  -8.2467  2.2529  -7.3951  0.080
C  -8.5727  3.5465  -7.4285  -0.205
C  -8.9298  4.2215  -8.7069  -0.304
O  -9.2434  5.4067  -8.7035  0.111
C  -8.8858  3.4245  -9.9428  0.080
C  -8.5564  2.1318  -9.9097  -0.206
C  -8.2263  1.4505  -8.6279  -0.294
O  -7.9452  0.2568  -8.6269  0.094
O  -8.5104  1.3776  -11.0677  0.083
O  -8.5915  4.3077  -6.2742  0.082
H  -7.9871  1.7490  -6.4725  0.132
H  -9.1303  3.9318  -10.8673  0.140
H  -8.2491  0.4753  -10.7812  0.117
H  -8.8587  5.2083  -6.5600  0.118
C  9.3586  5.6982  1.0432  0.082
C  10.5406  5.1025  1.2121  -0.204
C  11.3301  4.6068  0.0507  -0.305
O  12.4217  4.0805  0.2359  0.110
C  10.7541  4.7684  -1.2934  0.079
C  9.5705  5.3611  -1.4618  -0.208
C  8.7942  5.8812  -0.3029  -0.296
O  7.7177  6.4378  -0.4909  0.098
O  9.0221  5.5137  -2.7220  0.081
O  11.0762  4.9246  2.4745  0.083
H  8.7752  6.0652  1.8783  0.120
H  11.3301  4.3877  -2.1271  0.139
H  8.1650  5.9716  -2.5798  0.116
H  11.9360  4.4723  2.3317  0.118

Values from the calculation:
Molecular weight = 1642.6 g/mol
Orbital gap = 6.43 eV
Total energy = -6526.634049 Eh
Total charge = +1
LUMO level = -4.54 eV